This record from OMol25 describes a structure of composition C28H29EuN3Si at a distorted geometry. The level of theory is ωB97M-V/def2-TZVPD.

```
! RIJCOSX wB97M-V def2-TZVPD def2/J DEFGRID3
* xyz 0 8
H -5.53 -2.28 -0.11
C -0.18 -1.23 -0.05
C -3.30 -3.17 -3.17
H 0.50 -1.33 0.86
C -1.18 -6.33 1.16
H -5.13 -3.06 -4.32
Si -0.89 -3.10 -1.52
C -0.09 -6.07 2.00
N 0.90 3.37 -1.51
H 1.57 7.88 -0.80
C 2.04 2.49 -1.59
H 4.54 1.34 -3.64
Eu 0.36 1.72 1.12
H 1.26 -3.44 0.29
H -6.55 -2.45 -2.38
H -0.23 -3.64 -2.73
H -0.26 4.24 3.52
C 2.79 2.33 -2.76
C -1.02 2.12 3.54
H 1.90 0.41 3.64
H 5.05 0.16 -1.47
H 1.64 -4.82 2.33
H -2.68 -3.47 -4.01
C 1.25 2.58 3.52
C -0.33 0.86 3.55
C 1.09 1.14 3.53
H 1.73 5.04 2.47
H 2.20 3.12 3.58
C -0.04 3.17 3.52
H 0.69 3.71 -2.44
H -3.13 -2.72 0.22
C -1.43 -5.52 0.05
C 1.08 4.50 -0.66
N 2.29 1.79 -0.47
H 0.29 -0.29 -0.69
C -0.60 -4.41 -0.21
H 2.11 7.36 1.63
H 3.49 0.49 0.51
C 3.39 1.00 -0.45
N 1.21 4.26 0.64
C 0.57 -4.24 0.56
C -4.92 -2.54 -0.97
H -2.11 2.26 3.63
H 0.90 5.89 -2.29
H -0.14 -1.80 -1.45
H 2.49 2.90 -3.64
C -2.72 -2.99 -1.89
H -2.27 -5.74 -0.61
C 0.79 -5.03 1.69
C 1.61 5.29 1.42
C 3.90 1.47 -2.76
C 4.22 0.82 -1.56
H -1.85 -7.15 1.39
C 1.50 6.86 -0.40
C 1.12 5.79 -1.23
C -3.55 -2.75 -0.79
H -0.79 -0.12 3.67
H 0.07 -6.67 2.89
C -4.68 -2.97 -3.33
C 1.79 6.58 0.94
C -5.49 -2.64 -2.24
H -1.22 -0.94 0.27
*
```

Highest occupied orbital energy (alpha / beta)   -3.71 / -5.49 eV
Expectation value of S²   15.819



This record from OMol25 describes a structure of composition C34H57FeN3O2SSi at a distorted geometry. The level of theory is ωB97M-V/def2-TZVPD.

```
! RIJCOSX wB97M-V def2-TZVPD def2/J DEFGRID3
* xyz 1 6
C -0.22 -0.99 3.89
H -1.84 4.17 -1.33
C -0.24 3.90 2.84
C -2.73 4.99 2.22
H 0.96 -4.93 0.39
H -2.44 1.17 -1.34
C 0.34 -2.22 4.60
H 4.71 0.22 -3.57
H -3.00 3.39 -0.26
H 3.26 -4.17 -0.01
C 3.06 0.91 -5.75
C 1.93 -0.03 -5.28
C -2.61 3.61 2.44
H 1.28 2.34 3.11
H 1.77 3.88 -0.99
H -2.00 1.61 6.21
H 3.99 0.37 -5.91
N -0.15 -0.98 2.50
H 0.99 -5.55 -4.18
H 0.32 -2.10 5.69
C 2.58 -0.05 2.04
H -3.25 3.37 -1.99
H 2.35 0.09 3.10
H 1.77 -0.82 -6.02
H -2.72 -5.78 -3.86
H 0.81 2.42 0.79
H 1.37 -2.41 4.32
H 3.04 -2.34 -3.33
H -1.21 1.93 -2.27
Fe -1.05 0.39 1.34
C 0.19 2.73 -0.05
C 1.26 -3.94 0.73
H 1.00 0.53 -5.24
C -1.07 -3.61 1.59
C -1.23 1.28 4.18
H 2.79 1.39 -6.69
H -4.64 3.35 3.09
H -1.40 -2.09 -5.22
H 1.79 2.18 -1.40
H 0.47 5.93 2.72
H -1.50 -6.21 -2.67
H -1.30 -4.47 0.97
S -4.02 1.49 5.13
C -1.72 1.98 -1.31
C -3.05 1.13 3.89
H -3.70 5.43 2.02
C -3.91 2.82 2.48
C -1.62 5.82 2.30
H -2.85 -2.56 -4.33
H -2.56 2.78 5.06
C -1.98 -2.94 -4.86
H 0.82 -3.63 -2.15
H 3.66 0.07 1.92
H 1.35 3.67 4.28
H 3.70 -1.77 -4.83
H 5.27 -1.33 -2.93
N -2.26 0.83 2.88
H -1.72 6.88 2.14
H -1.77 -2.82 1.33
H -3.78 1.84 2.93
C -0.73 0.02 4.62
H -0.17 -5.64 -5.50
C 0.32 -4.96 -4.80
H 0.93 -4.28 -5.39
C 3.31 -1.43 -3.87
C 2.08 -1.41 1.57
H -2.71 -4.99 -2.29
C -0.11 -3.10 -2.34
H -1.25 -3.89 2.63
H -0.28 3.66 0.24
H 1.91 3.89 2.62
C -2.07 -5.38 -3.08
H 0.60 3.26 -2.14
C 1.13 3.02 -1.22
Si -0.94 -4.05 -3.75
H 0.23 -2.13 -2.64
H 3.99 -1.95 0.74
H 2.07 0.73 1.48
C 1.15 3.41 3.24
C 0.75 -1.82 1.80
H -4.34 2.71 1.48
C 2.56 -3.52 0.49
C 2.97 -2.26 0.92
C 0.35 -3.11 1.38
H -0.70 -3.20 -1.47
N -1.19 1.63 2.93
H -0.75 -0.11 5.69
C -2.49 3.31 -1.21
C 4.39 -0.70 -3.07
H -2.34 -3.49 -5.73
O -0.80 1.71 -0.24
H 3.24 1.69 -5.01
C -0.38 5.28 2.62
O 2.15 -0.61 -3.99
H 4.02 -0.43 -2.08
H -0.90 2.86 5.63
C -1.34 3.02 2.67
H -0.25 -3.10 4.37
C -1.70 2.18 5.33
*
```

Highest occupied orbital energy (alpha / beta)   -9.66 / -10.89 eV
Expectation value of S²   8.773
Energy relative to the best compared isomer or geometry (same formula, charge and spin)   9.449 eV



This record from OMol25 describes the ion C6H8N3O with charge -1 at a distorted geometry. The level of theory is ωB97M-V/def2-TZVPD.

```
! RIJCOSX wB97M-V def2-TZVPD def2/J DEFGRID3
* xyz -1 1
N -1.83 0.97 0.46
C -3.13 0.48 0.01
H -3.87 1.27 0.11
C 0.69 -1.60 -0.24
C -0.49 -0.85 -0.16
N 2.42 2.12 -0.57
H -3.07 0.18 -1.04
H 0.52 -2.66 -0.47
C 2.04 -1.37 -0.08
O 4.06 -0.34 0.44
H -1.38 -1.43 -0.47
N 2.79 -0.22 0.07
C -0.60 0.41 0.41
C 2.46 0.99 -0.10
H -3.47 -0.39 0.59
H 2.71 -2.22 -0.04
H 2.09 2.87 0.05
H -1.90 1.80 1.04
*
```

Highest occupied orbital energy   -2.51 eV
Energy relative to the best compared isomer or geometry (same formula, charge and spin)   3.456 eV



This record from OMol25 describes the ion H4N2O2P with charge -1 at a distorted geometry. The level of theory is ωB97M-V/def2-TZVPD.

```
! RIJCOSX wB97M-V def2-TZVPD def2/J DEFGRID3
* xyz -1 1
O 1.42 -1.13 -0.19
H -1.02 0.37 -1.11
H 0.11 -0.48 -2.07
P 0.64 0.09 0.02
H -0.84 0.60 1.66
H -0.71 -0.95 1.64
O 1.33 1.31 0.65
N -0.15 0.36 -1.60
N -0.78 -0.16 1.00
*
```

Highest occupied orbital energy   -4.56 eV
Energy relative to the best compared isomer or geometry (same formula, charge and spin)   0.724 eV
Structure (SMILES)   NP(N)(=O)[O-]



This record from OMol25 describes a structure of composition C3H3GaO4 at a distorted geometry. The level of theory is ωB97M-V/def2-TZVPD.

```
! RIJCOSX wB97M-V def2-TZVPD def2/J DEFGRID3
* xyz 2 1
C 0.18 0.68 2.95
H -0.15 1.53 0.90
O 0.74 -0.29 0.84
O -0.09 -1.07 -2.16
Ga 0.72 -1.04 -0.71
H 0.57 -0.21 3.47
C 0.15 0.61 1.42
H -1.83 -0.03 -1.98
C -1.19 -0.68 -2.69
O -0.11 1.71 3.49
O -1.63 -1.03 -3.76
*
```

Highest occupied orbital energy (alpha / beta)   -19.33 / -19.33 eV



This record from OMol25 describes a cluster of 7 separate species, C19H33Cl4N3O3 in total at a distorted geometry. The level of theory is ωB97M-V/def2-TZVPD.

```
! RIJCOSX wB97M-V def2-TZVPD def2/J DEFGRID3
* xyz 0 1
O 7.43 0.65 9.79
H -1.17 -6.69 -1.10
H 0.10 -2.22 -11.87
C -4.08 -0.81 -0.79
H -3.54 -0.16 -0.12
O -3.43 6.38 -0.33
H -6.06 -3.15 -1.55
H 0.26 -6.93 -2.11
H -3.81 6.55 -3.12
H 1.90 5.82 5.97
H -2.75 7.72 -2.31
C 0.75 5.92 7.85
H 0.49 6.95 8.00
H -3.52 5.66 0.30
C -1.90 -3.03 -9.55
C -3.74 -0.99 -2.16
C 1.45 5.34 6.82
H -5.72 -1.86 0.43
Cl 1.86 1.00 1.01
H -1.70 5.85 -1.02
C -2.72 5.86 -1.39
H -2.85 -3.34 -9.14
H 1.03 -1.72 -9.55
C 1.42 3.96 7.14
H -0.85 -5.68 -2.41
H -4.78 -2.51 -3.50
H 7.82 0.69 6.45
C -2.85 6.68 -2.63
Cl 2.48 -1.89 1.11
C -0.81 -6.73 -2.13
H 7.27 1.60 9.88
H -2.60 -7.31 -2.96
Cl 2.60 -0.52 -1.32
H 7.07 1.85 7.41
N 0.13 -2.15 -9.74
C 8.22 0.53 8.65
C 2.83 -0.30 0.39
C -0.81 -2.47 -8.79
H -1.83 -9.62 -3.20
H -1.22 -7.60 -4.08
H -0.40 5.26 9.47
C 0.68 3.80 8.27
N 0.21 5.02 8.70
H 9.06 1.22 8.73
N -5.44 -2.36 -1.49
H -2.09 6.36 -3.34
H -0.67 -2.38 -7.72
C -4.65 -2.00 -2.56
H -2.28 -3.32 -11.74
C 7.35 0.80 7.43
C -0.41 -2.47 -10.95
H -2.97 -0.52 -2.75
O -1.53 -8.97 -2.57
H -2.95 4.82 -1.62
C -1.57 -7.67 -3.06
H 8.60 -0.49 8.57
C -5.07 -1.66 -0.41
H 1.89 3.19 6.55
C -1.67 -2.97 -10.91
Cl 4.53 -0.01 0.72
H 6.50 0.12 7.50
H 0.47 2.91 8.84
*
```

Highest occupied orbital energy   -8.08 eV
Energy relative to the best compared isomer or geometry (same formula, charge and spin)   0.000 eV
Structure (SMILES)   ClC(Cl)(Cl)Cl.c1cc[nH]c1.c1cc[nH]c1.c1cc[nH]c1.CCO.CCO.CCO